{
  "formula": "C27H56N7O8S",
  "method": "wB97M-V/def2-TZVPD",
  "symbols": ["C", "C", "C", "N", "C", "N", "C", "C", "C", "N", "C", "N", "C", "O", "S", "C", "O", "O", "C", "C", "O", "C", "C", "O", "C", "C", "N", "C", "C", "C", "O", "H", "H", "H", "H", "H", "H", "H", "H", "H", "H", "H", "H", "H", "H", "H", "H", "H", "H", "H", "H", "H", "H", "H", "H", "H", "H", "H", "H", "H", "H", "H", "H", "H", "H", "C", "C", "C", "O", "C", "N", "H", "H", "H", "H", "H", "H", "H", "H", "H", "H", "H", "C", "C", "C", "O", "C", "N", "H", "H", "H", "H", "H", "H", "H", "H", "H", "H", "H"],
  "positions_angstrom": [[1.14108, -0.83574, 5.86533], [1.56512, 0.44521, 5.33400], [0.79261, 1.14611, 4.07130], [1.80980, 1.19753, 2.96383], [1.78465, 0.30184, 1.96018], [2.84279, 0.37847, 0.96036], [4.08473, -0.37946, 1.29695], [2.41643, 0.29837, -0.45976], [2.73471, 1.76962, -1.10327], [2.89740, 1.76946, -2.58275], [0.88719, -0.22978, -0.73290], [0.22238, 0.96702, -1.40161], [-0.95104, 0.68689, -1.88342], [-2.05190, 0.34666, -2.39594], [1.09770, -1.62672, -1.94514], [2.25195, -2.98665, -1.38409], [1.79470, -1.01038, -3.17058], [-0.14603, -2.28811, -2.46523], [0.03432, -0.54319, 0.59394], [-1.11392, -1.68241, 0.44877], [-2.02203, -1.53648, 1.60598], [-3.22377, -0.85994, 1.07744], [-4.19423, -0.31886, 2.26283], [-5.55415, -0.09826, 1.82462], [-6.48230, -1.06466, 2.38975], [-6.85896, -2.25432, 1.36081], [0.78927, -0.77778, 1.85463], [1.32462, -2.13476, 2.06575], [0.32289, -2.91115, 3.25831], [0.11335, -4.56962, 3.00135], [1.03222, -3.91958, 4.15221], [0.08662, -1.00472, 6.28111], [1.87630, -1.71997, 5.86622], [2.47071, 0.93827, 5.86229], [-0.18171, 0.61477, 3.79397], [0.63917, 2.25271, 4.40300], [2.59249, 1.88501, 2.96836], [4.83194, -0.24354, 0.41312], [3.95828, -1.51108, 1.43486], [4.58523, 0.15295, 2.19450], [3.18075, -0.40480, -0.99194], [2.06905, 2.61110, -0.68874], [3.80095, 2.01872, -0.68965], [2.00213, 1.81404, -3.08866], [3.49615, 0.99129, -2.89394], [1.65387, -3.76486, -0.77351], [2.58022, -3.52431, -2.36402], [3.20095, -2.60977, -0.85930], [-0.58075, 0.42932, 0.80699], [-1.80632, -1.50575, -0.47294], [-0.71535, -2.75028, 0.32307], [-2.93248, 0.08889, 0.46092], [-3.81579, -1.54253, 0.33844], [-3.75099, 0.70134, 2.59425], [-4.07548, -1.04347, 3.14590], [-7.47190, -0.48319, 2.59025], [-6.16587, -1.50354, 3.40227], [-7.60581, -1.83613, 0.57562], [-5.93530, -2.66620, 0.81869], [-7.32946, -3.09966, 2.00164], [2.33298, -2.18662, 2.64681], [1.27133, -2.86797, 1.19261], [-0.62219, -2.28581, 3.68939], [0.85409, -5.02337, 2.25129], [-0.63799, -5.15016, 3.64643], [5.01619, 6.63690, 0.37265], [4.71730, 5.20212, -0.05202], [5.90317, 4.23611, 0.16025], [6.93898, 4.35462, -0.80984], [7.85280, 5.41332, -0.56894], [4.26496, 5.20294, -1.44955], [5.64193, 7.16742, -0.34792], [4.08565, 7.20727, 0.45986], [5.51651, 6.66308, 1.34516], [3.89034, 4.84632, 0.57496], [5.52475, 3.21201, 0.06144], [6.31182, 4.31632, 1.17541], [8.02581, 5.57450, 0.49935], [7.49547, 6.33106, -1.03995], [8.80415, 5.15323, -1.03760], [3.97494, 4.25786, -1.69990], [5.08748, 5.36400, -2.03343], [-4.79480, -2.03292, -5.94120], [-5.91569, -2.72523, -5.17120], [-6.56777, -1.83208, -4.09415], [-5.78897, -1.67600, -2.90944], [-4.76856, -0.69577, -3.00175], [-5.39834, -3.97387, -4.59565], [-3.86861, -1.96452, -5.36617], [-4.55833, -2.59401, -6.85120], [-5.08846, -1.02210, -6.23880], [-6.69504, -2.98104, -5.89808], [-7.49662, -2.31607, -3.77305], [-6.85509, -0.85478, -4.50064], [-5.06485, 0.15184, -3.62706], [-3.84991, -1.14723, -3.38153], [-4.56056, -0.32621, -1.99492], [-6.17125, -4.47981, -4.16531], [-4.80678, -3.71930, -3.80277]],
  "total_energy_ha": -2444.970037,
  "e_above_lowest_kcal_mol": 159.2,
  "charge": 1
}